Record 1
Below is an isolated ion of composition C26H37N6O3 and charge +1 in a non-equilibrium geometry, with properties calculated with the ωB97M-V functional and the def2-TZVPD basis.

```
72
Properties=species:S:1:pos:R:3:forces:R:3
C 4.08975 1.36062 1.62846 -0.01 0.22 -0.04
C 4.01198 2.82932 1.22640 -0.09 -0.23 -0.01
C 3.04129 3.13010 0.06871 0.88 0.57 -0.06
C 3.45027 2.42440 -1.21735 -0.20 -0.01 0.23
C 2.98152 4.64296 -0.16784 0.00 -0.10 0.05
N 1.70682 2.72411 0.50410 -1.21 -0.96 -0.37
N 1.16740 3.36566 1.54696 0.92 0.78 0.29
N 0.03176 2.87699 1.78440 -0.72 0.23 0.80
N -0.24422 1.90248 0.93544 0.13 -0.67 -0.85
C 0.79907 1.79827 0.12649 -0.15 0.64 0.44
C 0.80485 0.70366 -0.89071 0.64 -0.25 -0.02
C 1.58791 -0.47054 -0.34672 0.16 -0.15 0.03
C 1.37498 -0.93270 0.94362 -0.01 0.08 -0.19
C 2.13291 -1.98313 1.43017 0.03 -0.11 -0.01
C 3.11777 -2.59857 0.66429 0.05 -0.02 -0.09
O 3.88966 -3.61375 1.11977 -0.03 0.24 -0.42
C 3.72763 -4.07076 2.44524 -0.02 -0.12 0.29
C 3.32652 -2.14450 -0.66145 -0.11 0.07 0.03
O 4.21136 -2.61122 -1.56505 -0.27 0.28 0.07
C 5.08390 -3.69198 -1.28965 0.43 -0.45 -0.02
C 2.54958 -1.09053 -1.13330 -0.07 -0.10 0.21
N -0.64079 0.35476 -1.09600 0.07 0.11 0.41
C -0.91788 -0.99146 -1.62937 -0.11 -0.74 -0.20
C -2.39262 -1.31849 -1.32955 -0.08 -0.08 0.00
N -3.08367 -0.07639 -1.03187 0.08 0.06 -0.02
C -4.42104 -0.22832 -0.56410 -0.13 -0.02 0.26
C -5.53451 0.06946 -1.34300 0.16 -0.06 0.06
C -6.80280 -0.07126 -0.82405 -0.20 -0.07 0.24
C -6.99597 -0.52679 0.48227 0.16 0.06 -0.20
O -8.28116 -0.63315 0.88698 0.06 0.11 -0.30
C -8.55110 -1.07497 2.19819 -0.05 -0.08 0.25
C -5.88025 -0.83296 1.25805 -0.29 -0.10 0.12
C -4.60998 -0.67802 0.73525 -0.03 0.07 -0.24
C -2.83172 0.90496 -2.06279 0.02 -0.03 -0.02
C -1.36173 1.35666 -1.91258 -0.49 0.55 -0.37
H 3.11832 0.98284 1.94136 -0.06 -0.06 0.05
H 4.77211 1.25683 2.46730 0.06 -0.08 0.08
H 4.45735 0.73663 0.81758 0.04 -0.13 -0.07
H 3.69291 3.41550 2.08993 0.06 0.09 -0.06
H 5.00199 3.17621 0.93068 0.01 0.12 -0.04
H 2.78505 2.69268 -2.03596 -0.06 0.02 -0.12
H 4.45010 2.75461 -1.48542 0.07 0.03 0.00
H 3.47401 1.34570 -1.09813 0.05 -0.10 -0.04
H 3.96651 5.01099 -0.43745 0.13 0.01 -0.05
H 2.65115 5.15315 0.73274 0.03 0.05 0.01
H 2.29186 4.88071 -0.97555 -0.07 0.02 -0.08
H 1.21908 1.01544 -1.85248 -0.11 -0.03 0.11
H 0.63053 -0.47872 1.58014 -0.05 0.09 0.12
H 1.95335 -2.31905 2.43745 0.02 -0.08 0.11
H 4.46622 -4.86063 2.56747 -0.08 0.06 0.05
H 3.92446 -3.27584 3.16974 -0.02 -0.02 -0.03
H 2.72802 -4.48306 2.60832 0.03 0.03 -0.01
H 5.76835 -3.45841 -0.47337 -0.06 -0.02 -0.08
H 4.53316 -4.60404 -1.05669 0.05 0.08 -0.03
H 5.64901 -3.83262 -2.20993 -0.04 -0.01 0.08
H 2.73307 -0.77152 -2.14796 0.05 0.06 -0.16
H -1.07952 0.42685 -0.15428 0.03 -0.01 -0.21
H -0.25327 -1.71536 -1.15810 -0.06 0.15 -0.09
H -0.71447 -0.98215 -2.70196 0.06 0.09 0.07
H -2.83464 -1.84573 -2.18999 0.06 0.03 0.06
H -2.47650 -1.97080 -0.45899 0.06 0.00 -0.09
H -5.41937 0.41284 -2.35974 0.02 0.04 -0.13
H -7.67184 0.16150 -1.41762 -0.11 0.04 -0.08
H -9.63553 -1.07451 2.28954 0.09 -0.02 0.04
H -8.17506 -2.08900 2.36486 0.00 0.04 -0.01
H -8.12510 -0.39782 2.94459 0.00 -0.03 -0.03
H -5.98801 -1.18363 2.27156 -0.05 -0.02 0.10
H -3.75330 -0.90369 1.35263 0.12 0.03 0.08
H -3.00106 0.50556 -3.07494 -0.03 0.05 0.04
H -3.49560 1.75570 -1.91407 0.08 -0.02 -0.06
H -1.30799 2.31618 -1.39757 0.08 -0.14 0.01
H -0.87286 1.44173 -2.88507 0.10 -0.08 0.12
```
Forces are in eV/Å.

Results
- multiplicity = 1
- SMILES = CCC(C)(C)n1nnnc1[C@@H](c1ccc(OC)c(OC)c1)[NH+]1CCN(c2ccc(OC)cc2)CC1
- HOMO-LUMO gap (eV) = 8.3470
- charge = +1
- LUMO level (eV) = -2.020

Record 2
Below is one molecule with the formula C26H37N7O3 in a non-equilibrium geometry, with properties calculated with the ωB97M-V functional and the def2-TZVPD basis.

```
73
Properties=species:S:1:pos:R:3:forces:R:3
C 0.59217 2.07626 -3.64411 2.43 3.19 -2.90
O 0.84098 0.82307 -3.34555 -2.60 -5.70 2.20
C -0.47309 -0.00600 -3.27988 4.96 -1.19 5.23
C -1.46925 0.38741 -2.32801 -2.89 7.56 8.14
N -2.40643 -0.56021 -1.63981 3.64 2.35 -2.11
N -3.40094 -0.88673 -2.38324 0.52 3.09 -3.13
N -4.06321 -1.74141 -1.82066 -1.11 -2.54 0.77
N -3.36899 -2.02702 -0.73616 -5.06 -6.95 6.03
C -2.39179 -1.37585 -0.41090 2.05 5.87 -6.48
C -1.32600 -0.97442 0.52494 3.05 -9.48 -0.39
N -1.29306 0.34092 0.78443 8.72 -0.48 -1.73
C -0.05077 0.80607 1.72239 -7.75 -6.75 3.75
C 1.14064 0.83226 1.15491 9.76 -0.45 -1.53
C 2.40162 0.23872 1.52259 -1.52 1.23 -1.53
C 3.62590 0.60136 0.74299 -1.32 -2.11 3.06
C 4.77624 -0.15019 1.06520 0.52 -0.96 4.18
C 6.01708 0.13449 0.53229 -2.53 -2.48 -0.34
C 7.16940 -0.60105 0.96162 4.84 1.74 -6.96
C 5.95294 0.82227 -0.61957 -7.20 0.55 1.94
C 4.78700 1.50330 -1.00806 3.34 -2.67 3.02
C 3.66905 1.55104 -0.28318 -2.35 -2.21 -1.05
N 2.48753 1.96368 -0.85872 -2.04 -4.79 8.83
C 1.24146 1.83049 0.19591 -1.61 5.00 -11.01
O 0.26897 2.50483 -0.45456 3.63 -2.80 4.70
C -2.43236 0.59659 1.26217 -0.34 11.78 9.92
C -2.61813 2.25731 0.87915 -2.89 -4.33 8.32
C -3.70850 2.39116 0.04917 1.98 13.76 3.13
C -4.75107 3.49685 0.88496 -0.17 -0.21 -3.04
C -4.41746 3.31144 2.37417 6.88 6.47 -5.19
O -2.96511 3.09259 2.33963 -0.01 -1.19 -2.29
C 0.10105 -1.63213 -0.09028 -2.74 -3.37 6.07
C -0.01422 -3.09817 -0.51795 -7.43 3.24 2.15
N -0.13296 -3.88716 0.60522 -5.26 -3.28 6.64
C -0.19241 -5.44649 0.50748 1.08 3.61 -0.17
C -1.69351 -3.57989 1.31868 4.17 1.55 -1.55
C -1.62868 -2.01701 1.68791 -1.54 -1.99 -0.24
H 1.69626 2.41663 -3.98020 -2.58 0.41 0.92
H -0.02576 2.13333 -4.52367 -0.32 0.22 -1.16
H 0.04426 2.68331 -2.95772 0.32 0.58 1.28
H -0.19233 -0.93823 -2.61318 0.13 0.60 -3.31
H -0.97246 0.15853 -4.11724 -1.15 -0.99 -4.96
H -2.07777 1.46335 -2.47472 0.96 -3.08 -0.67
H -1.07762 0.89860 -1.25865 0.42 -1.46 -2.88
H -0.35343 1.69586 2.08810 -1.22 2.95 1.25
H -0.05919 0.00226 2.63141 -0.18 1.92 -1.80
H 2.49000 -0.54078 2.33855 -0.21 1.02 -1.11
H 4.87170 -0.89220 2.09088 -1.03 2.09 -3.05
H 7.96145 0.05486 1.21332 0.85 1.08 0.64
H 7.00840 -1.13856 1.72310 -1.24 -4.47 5.65
H 7.82668 -1.22410 0.10579 -2.37 1.22 1.93
H 6.75739 1.19598 -0.89507 7.51 2.71 -3.86
H 4.90536 2.15044 -1.70837 0.54 3.83 -4.94
H 2.35519 2.70796 -1.39105 -0.52 4.11 -2.91
H -3.25229 0.28613 0.98502 -7.53 -4.27 -3.66
H -2.51828 0.50732 2.46813 0.20 0.23 -2.06
H -1.71819 2.59884 0.75096 4.62 2.20 -1.41
H -3.39802 2.99791 -0.80973 -0.05 0.38 -0.10
H -4.12392 1.73514 -0.37789 -6.06 -10.09 -4.76
H -5.80918 3.18446 0.50161 1.61 0.86 1.12
H -4.48511 4.51890 0.49470 -0.40 -1.03 0.33
H -4.51057 4.17323 2.93551 -1.13 1.12 1.60
H -4.78764 2.48512 2.37985 -5.09 -9.53 2.99
H 0.45849 -1.13338 -0.83241 2.39 3.75 -4.30
H 0.82253 -1.73938 0.80889 -1.06 0.64 -1.61
H 0.76613 -3.49877 -0.78205 8.95 -2.74 -4.49
H -0.79170 -3.37580 -1.20817 -0.70 0.56 -1.08
H -0.89052 -5.74284 -0.22022 -1.85 -0.51 -0.58
H -0.38626 -5.82922 1.53541 0.61 0.03 -1.13
H 0.70963 -5.66640 -0.03938 1.00 -0.82 0.75
H -1.72551 -4.20663 2.24761 -0.29 0.64 -1.07
H -2.38148 -3.78202 0.48999 -0.17 -0.33 0.72
H -2.51781 -1.89514 2.30624 -0.47 0.75 -0.49
H -0.89249 -2.02310 2.39946 2.27 0.36 1.73
```
Forces are in eV/Å.

Results
- multiplicity = 1
- SMILES = COCCn1nnnc1C1(N(Cc2cc3cc(C)ccc3[nH]c2=O)C[C@H]2CCCO2)CCN(C)CC1
- HOMO-LUMO gap (eV) = 7.1795
- relative energy (zero: lowest compared OMol25 entry of this formula, charge and spin) (kJ/mol) = 2369.1
- LUMO level (eV) = -1.220

Record 3
Below is C26H38BrN4O3SbV as an isolated structure in a non-equilibrium geometry, with properties calculated with the ωB97M-V functional and the def2-TZVPD basis.

```
74
Properties=species:S:1:pos:R:3:forces:R:3
V 0.29484 -0.82954 1.31560 -0.18 -0.89 -1.00
Br 2.29249 1.69413 0.60614 0.07 0.13 0.00
C 0.97563 2.00141 1.92418 -0.15 0.02 0.27
C 0.94500 3.14874 2.69559 0.02 -0.05 -0.17
C -0.09090 3.25994 3.60943 -0.04 0.15 0.15
C -1.05638 2.26499 3.70796 -0.16 0.05 0.00
C -0.93715 1.14803 2.90868 0.15 -0.09 -0.08
N 0.10124 1.02060 2.06328 -0.11 0.85 0.36
C -1.92087 -0.03756 2.88232 0.74 -0.41 -0.13
O -3.06342 0.16246 3.26225 -0.20 0.03 0.11
O -1.40352 -1.11937 2.41328 -0.48 0.70 0.35
H 1.70284 3.90950 2.57752 -0.04 0.01 0.03
H -0.14190 4.13768 4.24200 -0.03 -0.03 0.00
H -1.89491 2.33276 4.38752 0.02 0.03 0.00
C -0.61902 -3.57326 0.19301 0.22 0.15 0.11
N 0.62359 -2.94483 0.67426 0.07 -0.22 0.04
C 1.68620 -3.12542 -0.33268 -0.19 0.07 0.19
C 1.07425 -3.56785 1.95067 0.13 0.23 -0.14
C 2.11507 -2.70425 2.63855 -0.29 -0.18 -0.20
C 3.21210 -3.30026 3.24782 0.01 0.10 0.14
C 4.10066 -2.51850 3.97742 -0.05 0.06 -0.04
C 3.86599 -1.15306 4.07849 -0.03 -0.12 -0.04
C 2.77743 -0.58157 3.42234 -0.08 0.11 -0.10
C 1.86011 -1.31695 2.65548 0.61 -0.31 0.23
H -0.46119 -4.63202 -0.04289 -0.02 -0.04 0.01
H -0.95012 -3.04946 -0.70379 -0.03 -0.02 -0.03
H -1.38695 -3.47318 0.95751 -0.03 -0.01 0.01
H 1.32612 -2.79032 -1.30116 0.01 0.04 -0.06
H 1.96800 -4.18264 -0.39436 0.01 -0.03 -0.06
H 2.56408 -2.54326 -0.05760 0.04 0.00 0.04
H 1.45900 -4.57530 1.74959 -0.06 -0.09 0.02
H 0.19745 -3.65010 2.59405 -0.06 -0.02 0.01
H 3.37305 -4.37209 3.17228 -0.04 0.03 -0.02
H 4.95933 -2.97056 4.45966 -0.02 0.02 0.00
H 4.54153 -0.53286 4.65771 -0.03 0.01 -0.01
H 2.65573 0.49674 3.52245 0.00 -0.01 -0.02
N -1.39848 0.02406 -0.22873 0.17 -0.28 0.20
C -2.19913 0.83972 -0.04231 -0.29 0.39 -0.28
N -3.08896 1.78719 0.17374 0.13 -0.39 0.06
C -4.41169 1.43432 0.72640 0.25 -0.06 -0.13
C -4.85931 2.57862 1.60059 -0.06 0.19 0.07
O -4.83752 3.80973 0.88259 0.08 -0.05 -0.01
C -3.52369 4.13303 0.46371 -0.16 0.12 0.10
C -2.98525 3.09112 -0.48994 0.06 -0.29 0.01
H -4.30396 0.52617 1.31690 -0.03 0.02 0.01
H -5.11383 1.27320 -0.09620 -0.03 0.02 -0.02
H -4.21022 2.64227 2.48119 0.02 -0.03 -0.01
H -5.88443 2.42222 1.93010 -0.01 0.02 0.00
H -2.86108 4.21046 1.33509 0.02 -0.01 0.02
H -3.57575 5.10235 -0.02901 -0.01 0.03 0.00
H -1.94103 3.28082 -0.73448 0.03 0.02 0.01
H -3.56712 3.07861 -1.41620 -0.04 0.03 -0.01
C 0.02042 -2.67507 -4.18691 0.01 0.00 -0.04
C -0.32327 -1.18425 -4.23104 -0.12 -0.17 -0.16
Sb 0.76499 -0.07946 -2.75769 0.18 -0.14 0.47
C -0.09503 1.83004 -3.21496 -0.07 0.23 -0.14
C 0.06780 2.30204 -4.66116 -0.03 0.01 0.01
C 2.56314 0.12085 -3.91391 0.24 -0.03 -0.12
C 3.63747 -0.87376 -3.46156 0.01 -0.01 -0.01
H -0.50562 -3.24287 -4.95774 -0.01 0.04 0.00
H -0.23918 -3.12136 -3.22400 -0.02 0.05 0.00
H 1.08985 -2.84753 -4.33776 -0.02 0.04 -0.01
H -1.38846 -1.02057 -4.04970 0.01 -0.05 0.00
H -0.09116 -0.75423 -5.20775 -0.02 -0.06 -0.01
H 0.34508 2.54641 -2.51487 -0.01 -0.01 -0.04
H -1.15323 1.74387 -2.95062 0.01 0.02 -0.01
H 1.11752 2.37653 -4.95111 0.00 -0.01 0.06
H -0.37953 3.28779 -4.81801 0.00 -0.03 0.04
H -0.41043 1.61950 -5.36663 -0.01 -0.02 0.06
H 2.91735 1.14889 -3.80121 0.03 -0.03 0.01
H 2.31587 -0.01729 -4.96908 0.04 0.01 0.00
H 3.89116 -0.74292 -2.40688 -0.03 0.05 -0.01
H 4.56385 -0.77324 -4.03234 -0.04 0.05 -0.02
H 3.30748 -1.91004 -3.57314 -0.05 0.03 -0.02
```
Forces are in eV/Å.

Results
- expectation value of S² = 3.7641
- multiplicity = 4
- HOMO-LUMO gap (spin up / spin down) (eV) = 6.8717 / 8.1024
- relative energy (zero: lowest compared OMol25 entry of this formula, charge and spin) (kJ/mol) = 0.0
- LUMO level (spin up / spin down) (eV) = 0.224 / 0.114